Molecular formula: Cl2O2S
Method: DFT, wB97M-V/def2-TZVPD

Structure (XYZ):
```
5
Properties=species:S:1:pos:R:3:lowdin_charge:R:1
O -0.193 -1.438 0.283 -0.469
O 0.740 0.693 -0.490 -0.918
S -0.556 -0.376 -0.549 0.621
Cl 2.187 0.377 0.365 0.644
Cl -2.178 0.744 0.391 0.122
```

Summary:
electronic energy = -1468.95956 Ha
HOMO = -0.400 Ha

---

Molecular formula: C2H8N4
Method: DFT, wB97M-V/def2-TZVPD

Structure (XYZ):
```
14
Properties=species:S:1:pos:R:3:lowdin_charge:R:1
N -1.471 -2.024 -0.436 0.281
C -0.756 -0.980 -0.700 -0.028
N -0.310 -0.286 0.338 0.175
C 0.573 0.829 0.338 -0.317
N 1.362 0.887 -0.710 0.284
N 0.668 1.719 1.287 0.288
H -1.894 -2.752 -0.991 0.178
H -1.693 -2.312 0.507 0.167
H -0.556 -0.595 -1.625 0.148
H -0.406 -0.629 1.290 0.196
H 2.141 1.510 -0.601 0.169
H 0.970 0.462 -1.519 0.125
H 1.101 2.613 1.130 0.167
H 0.505 1.545 2.267 0.167
```

Summary:
electronic energy = -299.37686 Ha
HOMO = -0.765 Ha
total charge = +2

---

Molecular formula: C2H4N2S3
Method: DFT, wB97M-V/def2-TZVPD

Structure (XYZ):
```
11
Properties=species:S:1:pos:R:3:lowdin_charge:R:1
C -1.855 -0.166 0.102 -1.219
C 0.956 0.038 -0.233 -0.519
H -3.002 -1.968 -0.222 0.037
H -3.855 -0.553 -0.212 0.083
H 0.707 1.060 -0.654 0.087
H 4.194 -0.852 1.353 0.105
N -2.936 -1.015 -0.241 -0.051
N 2.102 -0.425 0.028 -0.552
S -2.278 1.498 0.100 0.526
S -0.487 -1.097 0.114 0.948
S 3.590 0.421 -0.088 0.555
```

Summary:
electronic energy = -1382.53251 Ha
HOMO = -0.321 Ha

---

Molecular formula: C4H10O2
Method: DFT, wB97M-V/def2-TZVPD

Structure (XYZ):
```
16
Properties=species:S:1:pos:R:3:lowdin_charge:R:1
C -1.732 1.178 1.016 -0.054
C -0.951 0.580 -0.147 -0.413
O -0.180 1.635 -0.775 -0.027
C -0.017 -0.519 0.361 -0.161
C 1.111 -0.935 -0.549 -0.263
O 1.869 -1.994 0.039 -0.080
H -2.268 2.090 0.760 0.082
H -2.391 0.440 1.477 0.084
H -0.995 1.449 1.782 0.082
H -1.579 0.149 -0.927 0.142
H 0.137 2.128 -0.069 0.043
H -0.642 -1.385 0.555 0.118
H 0.417 -0.245 1.326 0.122
H 1.837 -0.121 -0.616 0.117
H 0.885 -1.209 -1.582 0.125
H 1.482 -2.851 -0.170 0.081
```

Summary:
electronic energy = -308.86323 Ha
HOMO = -0.370 Ha

---

Molecular formula: C31H41BiN5O2Si2
Method: DFT, wB97M-V/def2-TZVPD

Structure (XYZ):
```
82
Properties=species:S:1:pos:R:3:lowdin_charge:R:1
Bi 0.354 0.083 -0.143 1.731
C 4.725 0.545 -2.022 -0.178
Si 3.445 -0.660 -1.353 0.331
C 2.221 -0.985 -2.739 -0.209
C 4.278 -2.283 -0.922 -0.166
N 2.546 -0.035 -0.024 -0.279
C 3.019 0.153 1.275 -0.330
C 4.370 0.223 1.602 -0.065
C 4.799 0.429 2.910 -0.127
C 3.862 0.583 3.914 -0.124
C 2.506 0.519 3.610 -0.065
C 2.054 0.290 2.311 -0.322
N 0.705 0.212 1.971 -0.251
Si -0.597 -0.006 3.099 0.364
C -2.127 -0.501 2.152 -0.175
C -0.995 1.564 4.047 -0.163
C -0.213 -1.410 4.289 -0.165
H 5.206 0.138 -2.915 0.024
H 5.507 0.775 -1.296 0.014
H 4.243 1.486 -2.296 0.027
H 2.751 -1.407 -3.597 0.031
H 1.722 -0.076 -3.084 0.021
H 1.451 -1.704 -2.444 0.007
H 4.811 -2.693 -1.784 0.025
H 3.518 -3.005 -0.611 0.028
H 4.989 -2.177 -0.101 0.021
H 5.107 0.124 0.814 0.077
H 5.858 0.479 3.128 0.088
H 4.173 0.761 4.936 0.089
H 1.783 0.657 4.403 0.075
H -2.393 0.275 1.434 0.001
H -2.965 -0.607 2.846 0.044
H -2.000 -1.452 1.629 0.010
H -1.349 2.310 3.332 0.015
H -0.135 1.980 4.574 0.020
H -1.790 1.385 4.777 0.027
H 0.009 -2.309 3.707 0.022
H -1.086 -1.617 4.915 0.027
H 0.637 -1.219 4.944 0.016
C -0.227 3.609 -1.454 -0.058
C -0.445 3.355 0.046 -0.771
C -1.362 4.458 0.596 -0.056
C 0.910 3.451 0.766 -0.054
O -1.049 2.107 0.239 -0.465
H 0.210 4.593 -1.646 0.076
H -1.183 3.542 -1.981 0.076
H 0.445 2.853 -1.873 0.062
H -0.908 5.448 0.498 0.076
H -1.565 4.273 1.653 0.074
H -2.311 4.464 0.054 0.063
H 1.343 4.450 0.665 0.080
H 1.634 2.740 0.354 0.056
H 0.791 3.221 1.824 0.076
N -3.725 2.245 -0.026 0.178
C -4.533 1.207 -0.313 -0.521
O -5.735 1.187 -0.077 0.020
C -3.872 0.024 -0.965 -0.134
C -4.447 -1.232 -0.828 -0.010
C -3.813 -2.322 -1.397 -0.055
C -2.633 -2.111 -2.097 -0.166
N -2.085 -0.911 -2.267 0.049
C -2.702 0.129 -1.703 -0.137
H -4.169 2.995 0.478 0.104
H -2.683 2.179 0.032 0.035
H -5.368 -1.326 -0.268 0.119
H -4.210 -3.322 -1.292 0.100
H -2.096 -2.946 -2.534 0.100
H -2.226 1.095 -1.834 0.095
N -0.788 -10.220 0.688 0.137
C -0.677 -9.077 0.611 -0.197
C -0.539 -7.650 0.514 -0.247
C -0.222 -7.062 -0.709 -0.034
C -0.090 -5.690 -0.801 -0.026
C -0.271 -4.876 0.324 -0.248
C -0.587 -5.481 1.546 -0.019
C -0.721 -6.852 1.643 -0.030
C -0.139 -3.457 0.224 -0.152
C -0.029 -2.248 0.134 -0.171
H -0.080 -7.686 -1.582 0.115
H 0.158 -5.227 -1.746 0.115
H -0.725 -4.855 2.418 0.114
H -0.966 -7.314 2.590 0.116
```

Summary:
electronic energy = -2423.90498 Ha
HOMO = -0.165 Ha
total charge = -1

---

Molecular formula: C5H13O
Method: DFT, wB97M-V/def2-TZVPD

Structure (XYZ):
```
19
Properties=species:S:1:pos:R:3:lowdin_charge:R:1
C 1.652 -0.304 0.547 0.005
C -0.130 -1.885 -0.597 -0.069
C -1.216 0.421 1.131 0.031
C -0.413 1.926 -0.665 0.097
C 0.419 -0.521 -0.463 -0.333
O -0.672 0.483 -0.222 -0.310
H 2.615 -0.071 0.148 0.082
H 1.698 -1.306 0.937 0.080
H 1.371 0.473 1.229 0.069
H -0.910 -2.194 0.171 0.115
H 0.720 -2.587 -0.782 0.114
H -0.739 -1.979 -1.628 0.143
H -1.071 1.389 1.605 0.119
H -2.195 0.025 0.954 0.118
H -0.732 -0.360 1.719 0.114
H -0.094 1.790 -1.809 0.156
H -1.433 2.393 -0.544 0.135
H 0.276 2.288 0.050 0.086
H 0.853 0.020 -1.781 0.247
```

Summary:
electronic energy = -273.14406 Ha
HOMO = -0.556 Ha
total charge = +1

---

The records above give, respectively, molar mass values of 135.0 88.1 152.3 90.1 780.9 89.2 g mol⁻¹.
The records above give, respectively, relative energy (zero: lowest compared OMol25 entry of this formula, charge and spin) values of 1.3036 0.2089 3.7984 0.9506 0.2672 2.0710 eV.
The records above give, respectively, LUMO energy values of -1.402 -9.530 -1.433 0.924 2.084 -3.128 eV.